(1)
C26H31F3IrN4O4S3 | ωB97M-V with the def2-TZVPD basis set

Its LUMO energy (spin up / spin down) is -5.17 / -7.07 eV. As for the expectation value of S²: 0.7659. The spin multiplicity is 2. The value obtained for the orbital gap (spin up / spin down) is 8.11 / 6.30 eV. Its energy relative to the best compared isomer or geometry (same formula, charge and spin) is 10.3 kcal/mol. As for the net charge: +2.

```
72
Properties=species:S:1:pos:R:3:forces:R:3
Ir -0.834175 0.010272 -1.347839 0.267 -0.346 1.069
F -3.488721 4.186078 -2.809697 0.000 0.000 0.004
C -2.969025 4.639447 -1.658330 0.023 -0.001 0.024
F -3.768653 5.602815 -1.199063 0.008 0.001 -0.013
F -1.777833 5.183703 -1.937196 -0.002 -0.007 -0.012
C -2.832721 3.520788 -0.653150 0.043 -0.088 -0.005
C -3.508704 3.548705 0.543242 -0.013 -0.066 0.123
C -3.367858 2.486980 1.442007 0.006 0.161 -0.041
C -2.576303 1.424892 1.093623 0.170 -0.089 -0.045
N -1.908548 1.373048 -0.077048 -0.918 0.232 -0.536
C -2.016402 2.417252 -0.935325 0.137 0.020 0.118
S -1.027967 2.160448 -2.332310 0.247 0.362 0.036
H -4.136328 4.395152 0.786897 -0.011 -0.007 -0.004
H -3.867888 2.494868 2.398927 -0.005 0.005 -0.003
H -2.431670 0.606071 1.780480 -0.016 -0.044 -0.049
C -2.873716 -1.709129 0.348189 -0.065 -0.018 -0.081
C -1.678132 -1.694113 -0.553905 0.218 -0.375 -0.364
O -1.118059 -2.676270 -0.944472 -0.034 0.047 0.234
H -3.230253 -2.732579 0.447824 -0.041 0.018 -0.007
H -3.648567 -1.055096 -0.050660 -0.004 0.012 0.026
H -2.589724 -1.335356 1.330199 0.021 -0.051 0.020
N -3.952364 -1.985863 -5.397920 0.054 0.001 0.041
C -3.913232 -0.956840 -4.308358 0.009 0.030 -0.102
C -2.540487 -1.101836 -3.628602 0.104 0.208 -0.054
O -2.415748 -0.286964 -2.664287 -0.229 0.027 0.061
O -1.763936 -1.925329 -4.104764 -0.065 -0.135 0.090
H -4.126549 -1.588876 -6.319916 -0.005 -0.007 -0.001
H -4.635934 -2.721993 -5.229017 -0.009 0.005 -0.017
H -2.986571 -2.393075 -5.356593 -0.008 0.004 0.002
H -4.726980 -1.112142 -3.606727 -0.005 -0.021 -0.010
H -4.000893 0.034763 -4.744958 -0.017 0.014 0.034
O 0.613486 -0.190653 0.105611 0.326 0.258 -0.049
S 0.587505 0.480037 1.515178 -0.136 -0.015 -0.129
C 1.503320 -0.708392 2.499512 0.054 -0.008 0.050
C 1.396612 -0.333241 3.955756 0.065 0.005 -0.055
C 2.549017 -0.051177 4.680195 -0.011 0.006 0.031
C 2.462668 0.291413 6.022390 0.003 -0.004 -0.017
C 1.224304 0.362236 6.641923 -0.010 0.007 0.012
C 0.070158 0.075376 5.924605 0.012 0.001 0.003
C 0.156264 -0.272475 4.586428 -0.010 -0.008 0.012
C 1.744727 1.870379 1.386699 0.026 0.047 -0.003
C 3.090757 1.498451 0.848925 -0.027 -0.040 0.023
C 4.185162 1.401668 1.703874 0.008 -0.003 0.002
C 5.427561 1.031285 1.209763 -0.001 0.002 -0.007
C 5.580336 0.749035 -0.140537 -0.001 -0.008 0.009
C 4.494128 0.857091 -0.999458 0.001 -0.003 -0.011
C 3.253456 1.236769 -0.509473 0.008 0.026 -0.008
H 2.535885 -0.713079 2.146354 -0.013 -0.034 -0.021
H 1.034274 -1.666009 2.263460 -0.035 0.014 0.033
H 3.517796 -0.122191 4.201362 0.001 -0.002 -0.001
H 3.363802 0.496390 6.584221 -0.002 0.007 0.000
H 1.157083 0.632976 7.686810 0.001 -0.009 0.002
H -0.894412 0.113047 6.412443 0.000 0.005 0.000
H -0.748127 -0.514655 4.037774 0.008 0.000 -0.009
H 1.782495 2.282088 2.398403 0.004 0.017 -0.009
H 1.210018 2.575046 0.745207 0.000 0.012 0.013
H 4.070684 1.640688 2.754501 -0.003 0.013 -0.004
H 6.278186 0.976787 1.875748 -0.001 -0.006 0.001
H 6.550433 0.465951 -0.526415 0.000 0.004 -0.002
H 4.617384 0.666741 -2.057828 0.000 0.002 0.000
H 2.416726 1.347543 -1.187311 -0.003 -0.007 0.005
C 1.269309 -4.551259 -2.951118 -0.023 0.010 0.013
N 0.935692 -3.152489 -3.169598 -0.030 0.030 0.007
C 1.327456 -2.168420 -2.396336 0.091 0.081 -0.085
N 2.117556 -2.373699 -1.355012 -0.100 -0.014 0.092
S 0.883272 -0.531006 -2.846239 -0.184 -0.302 -0.345
H 0.995675 -5.115697 -3.836838 -0.015 -0.010 0.011
H 0.732080 -4.953806 -2.089919 0.002 0.007 0.007
H 2.343815 -4.662105 -2.803926 0.002 0.000 -0.014
H 0.225168 -2.898474 -3.844078 0.033 -0.004 -0.024
H 2.327517 -3.300733 -1.019394 0.018 0.002 -0.009
H 2.324714 -1.581263 -0.764898 0.080 0.028 -0.060
```
Forces are in eV/Å.

Charges computed using Löwdin, reported in e: number 1, Ir, carries 1.03; number 2, F, carries 0.15; number 3, C, carries -0.61; number 4, F, carries 0.17; number 5, F, carries 0.15; number 6, C, carries -0.10; number 7, C, carries 0.05; number 8, C, carries -0.01; number 9, C, carries -0.13; number 10, N, carries -0.12; number 11, C, carries -0.62; number 12, S, carries 0.75; number 13, H, carries 0.14; number 14, H, carries 0.12; number 15, H, carries 0.09; number 16, C, carries -0.02; number 17, C, carries -0.47; number 18, O, carries 0.07; number 19, H, carries 0.10; number 20, H, carries 0.09; number 21, H, carries 0.07; number 22, N, carries 0.20; number 23, C, carries -0.02; number 24, C, carries -0.61; number 25, O, carries -0.22; number 26, O, carries 0.02; number 27, H, carries 0.18; number 28, H, carries 0.17; number 29, H, carries 0.15; number 30, H, carries 0.14; number 31, H, carries 0.15; number 32, O, carries -0.70; number 33, S, carries 1.05; number 34, C, carries -0.26; number 35, C, carries -0.29; number 36, C, carries -0.04; number 37, C, carries -0.05; number 38, C, carries -0.06; number 39, C, carries -0.06; number 40, C, carries -0.06; number 41, C, carries -0.24; number 42, C, carries -0.29; number 43, C, carries -0.05; number 44, C, carries -0.05; number 45, C, carries -0.06; number 46, C, carries -0.06; number 47, C, carries -0.06; number 48, H, carries 0.10; number 49, H, carries 0.11; number 50, H, carries 0.11; number 51, H, carries 0.12; number 52, H, carries 0.12; number 53, H, carries 0.11; number 54, H, carries 0.10; number 55, H, carries 0.12; number 56, H, carries 0.11; number 57, H, carries 0.11; number 58, H, carries 0.12; number 59, H, carries 0.11; number 60, H, carries 0.11; number 61, H, carries 0.08; number 62, C, carries -0.03; number 63, N, carries -0.01; number 64, C, carries -0.75; number 65, N, carries 0.18; number 66, S, carries 0.67; number 67, H, carries 0.10; number 68, H, carries 0.10; number 69, H, carries 0.10; number 70, H, carries 0.11; number 71, H, carries 0.12; number 72, H, carries 0.09

(2)
C26H31MoN2O8 | ωB97M-V with the def2-TZVPD basis set

Its LUMO energy (spin up / spin down) is -4.22 / -7.39 eV. As for the expectation value of S²: 2.0478. The spin multiplicity is 3. The value obtained for the orbital gap (spin up / spin down) is 7.22 / 3.96 eV. As for the net charge: +1.

```
68
Properties=species:S:1:pos:R:3:forces:R:3
O -0.719634 -0.450865 -4.626031 -0.214 1.252 -1.656
C -1.042642 0.712055 -5.530139 -0.048 0.204 0.545
C -0.455899 0.032129 -6.775314 -0.326 -0.350 1.075
H -0.556590 1.641783 -5.164151 -0.330 -0.625 -0.283
H -2.139452 0.858640 -5.647650 0.625 -0.088 0.460
C -0.368076 -1.200614 -5.823326 -0.020 -0.246 -1.439
H 0.535497 0.373247 -7.087847 -0.364 0.107 -0.019
H -1.175186 -0.069199 -7.600429 0.495 0.065 0.174
C 1.011805 -1.820051 -5.846924 -0.108 -0.348 0.383
H 1.766981 -1.149404 -5.434714 -0.053 0.073 -0.046
H 1.282384 -2.058295 -6.883538 -0.094 0.064 0.213
H 1.011775 -2.757723 -5.286081 0.170 -0.019 0.079
C -1.478911 -2.196656 -6.075211 0.164 -0.184 0.073
H -2.439102 -1.684446 -5.990201 -0.017 -0.118 -0.057
H -1.420412 -2.976223 -5.308714 -0.170 -0.031 -0.130
H -1.399825 -2.651065 -7.067271 0.021 -0.011 0.144
Mo -0.924434 -1.083017 -0.386029 -2.526 1.121 2.306
C -2.488507 -1.056099 1.517420 0.123 0.780 -1.188
C -1.937877 0.258179 1.331248 -0.733 0.701 -0.768
C -2.434209 0.783590 0.089516 -0.059 -1.135 0.771
H -1.427137 0.842058 2.092811 0.234 -0.312 -0.440
C -3.318799 -0.216028 -0.483765 1.447 -0.557 0.947
C -3.317907 -1.368633 0.388005 0.290 0.759 -0.569
H -3.952167 -2.260668 0.288195 0.544 0.529 -0.082
H -2.425207 -1.603653 2.447213 0.132 -0.234 -0.296
H -2.236778 1.788362 -0.289739 -0.156 -0.494 0.123
H -3.922393 -0.078314 -1.361969 0.070 -0.153 -0.258
C 0.024399 -2.105176 1.335652 0.330 -0.426 -0.333
C -0.449929 -3.093776 0.374523 1.301 0.308 -0.855
C 0.377713 -2.925057 -0.814280 0.050 0.092 0.847
H -1.219640 -3.842488 0.509021 0.244 0.060 0.040
C 1.263391 -1.817616 -0.590809 -0.200 -0.674 0.703
C 1.061166 -1.320143 0.737223 -0.002 -0.195 -0.621
H 1.652176 -0.554096 1.225868 -0.263 -0.074 -0.117
H -0.228615 -2.023391 2.390474 -0.188 -0.048 -0.535
H 0.402228 -3.564366 -1.689875 -0.300 0.221 0.097
H 2.049706 -1.462544 -1.256781 -0.539 -0.092 0.059
O 1.847946 1.310036 -3.804986 -1.746 0.686 0.990
C 1.086920 0.615489 -2.793181 1.161 -0.098 0.422
C -0.191435 1.382578 -2.465767 0.160 -0.225 -0.766
H 1.695271 0.593110 -1.873782 0.085 0.119 -0.076
H 0.937940 -0.415780 -3.107330 -0.099 0.133 -0.189
C 0.215790 2.844167 -2.758244 0.120 0.131 0.429
H -0.460077 1.236538 -1.411834 0.065 0.019 0.130
H -1.023244 1.048919 -3.096183 0.234 0.158 0.276
C 1.522476 2.716496 -3.593785 0.338 0.119 -0.161
H 0.434747 3.387495 -1.808003 -0.257 -0.310 -0.772
H -0.572645 3.384308 -3.310600 0.374 -0.202 0.329
H 2.348201 3.213872 -3.041780 -0.312 -0.322 -0.490
H 1.397428 3.174467 -4.587346 0.255 -0.125 0.366
O -0.813920 -0.824024 4.498953 -0.589 -0.558 -0.494
C 0.042053 0.108085 4.423944 3.481 3.722 -1.019
O 0.447055 0.749815 3.411182 -1.817 -2.340 1.639
C 0.685729 0.519682 5.744624 -0.081 -0.124 1.825
C 1.799085 1.384268 5.788167 0.255 0.244 0.180
C 2.341388 1.808233 7.025773 -1.838 -1.459 -0.284
C 1.765729 1.404088 8.243021 -0.180 -0.198 -0.383
C 0.649734 0.553546 8.202057 0.749 0.493 -1.898
C 0.133203 0.092336 6.966084 0.214 0.288 0.673
N 0.018586 0.175622 9.447564 -1.219 -0.796 2.997
O 0.484110 0.648788 10.508686 -0.774 -0.851 -2.450
O -0.959053 -0.600227 9.418645 1.899 1.473 -0.426
N 3.508101 2.659482 7.058779 2.698 2.008 0.194
O 4.026971 3.009987 5.979098 -1.302 -0.895 1.840
O 3.952979 3.007113 8.174695 -1.200 -0.919 -2.178
H 2.255257 1.759443 4.875640 -0.095 -0.146 0.121
H 2.179525 1.734084 9.194035 -0.139 -0.050 -0.264
H -0.715747 -0.582470 6.985497 0.029 0.105 0.091
```
Forces are in eV/Å.

Charges computed using Löwdin, reported in e: number 1, O, carries -0.15; number 2, C, carries -0.12; number 3, C, carries -0.06; number 4, H, carries 0.11; number 5, H, carries 0.13; number 6, C, carries -0.58; number 7, H, carries 0.12; number 8, H, carries 0.12; number 9, C, carries -0.02; number 10, H, carries 0.08; number 11, H, carries 0.10; number 12, H, carries 0.08; number 13, C, carries -0.02; number 14, H, carries 0.09; number 15, H, carries 0.09; number 16, H, carries 0.10; number 17, Mo, carries 1.37; number 18, C, carries -0.16; number 19, C, carries -0.16; number 20, C, carries -0.17; number 21, H, carries 0.10; number 22, C, carries -0.12; number 23, C, carries -0.12; number 24, H, carries 0.12; number 25, H, carries 0.11; number 26, H, carries 0.12; number 27, H, carries 0.11; number 28, C, carries -0.20; number 29, C, carries -0.17; number 30, C, carries -0.15; number 31, H, carries 0.12; number 32, C, carries -0.17; number 33, C, carries -0.15; number 34, H, carries 0.12; number 35, H, carries 0.10; number 36, H, carries 0.12; number 37, H, carries 0.12; number 38, O, carries -0.13; number 39, C, carries -0.24; number 40, C, carries -0.19; number 41, H, carries 0.11; number 42, H, carries 0.09; number 43, C, carries -0.14; number 44, H, carries 0.06; number 45, H, carries 0.09; number 46, C, carries -0.17; number 47, H, carries 0.12; number 48, H, carries 0.11; number 49, H, carries 0.12; number 50, H, carries 0.12; number 51, O, carries 0.28; number 52, C, carries -0.48; number 53, O, carries 0.06; number 54, C, carries -0.08; number 55, C, carries 0.11; number 56, C, carries -0.10; number 57, C, carries 0.12; number 58, C, carries -0.10; number 59, C, carries 0.09; number 60, N, carries -0.31; number 61, O, carries 0.09; number 62, O, carries 0.08; number 63, N, carries -0.31; number 64, O, carries 0.08; number 65, O, carries 0.09; number 66, H, carries 0.14; number 67, H, carries 0.14; number 68, H, carries 0.13

Look up the net charge of the second one. +1

net charge of number 2 (C26H31MoN2O8)? +1

What is the net charge in the first record? +2

What is the net charge in the second record? +1